Record 1
{
  "formula": "C16H13MgN8OS",
  "method": "ωB97M-V/def2-TZVPD",
  "lumo_ha": [-0.436, -0.436],
  "relative_energy_ev": 0.000,
  "charge": 3,
  "homo_energy_ev": [-16.9, -16.9],
  "species": ["Mg", "N", "C", "N", "C", "N", "C", "C", "N", "C", "C", "N", "H", "H", "H", "H", "H", "S", "C", "C", "C", "N", "C", "C", "C", "C", "C", "N", "C", "C", "H", "H", "H", "H", "H", "H", "H", "H", "O", "N"],
  "xyz": [[0.222, -0.438, -0.802], [-1.069, -1.400, -4.651], [-1.421, -0.725, -3.571], [-0.447, -0.843, -2.667], [0.490, -1.631, -3.304], [0.135, -1.981, -4.504], [1.746, -1.999, -2.642], [2.729, -2.768, -3.249], [3.855, -3.066, -2.615], [4.020, -2.603, -1.384], [3.047, -1.834, -0.758], [1.906, -1.533, -1.387], [-1.579, -1.511, -5.520], [-2.344, -0.177, -3.467], [2.596, -3.141, -4.258], [4.945, -2.846, -0.877], [3.193, -1.457, 0.245], [-0.479, 1.131, 7.304], [-0.108, 0.723, 5.743], [0.609, 1.557, 4.806], [0.799, 1.142, 3.555], [-0.057, -0.341, 1.865], [-0.316, -0.983, 4.036], [-0.487, -0.613, 5.307], [0.090, 2.806, 7.492], [-0.736, 3.850, 7.103], [-0.261, 5.137, 7.341], [0.912, 5.382, 7.912], [1.673, 4.363, 8.296], [1.307, 3.031, 8.116], [1.050, 2.487, 5.138], [1.347, 1.700, 2.810], [-0.598, -1.937, 3.615], [-0.924, -1.311, 6.010], [-1.709, 3.689, 6.660], [-0.857, 5.998, 7.064], [2.614, 4.611, 8.772], [1.944, 2.228, 8.460], [0.149, 0.549, 1.007], [0.231, -0.062, 3.106]]
}

---

Record 2
{
  "formula": "C16H13MnO3P",
  "method": "ωB97M-V/def2-TZVPD",
  "multiplicity": 6,
  "lumo_ha": [-0.315, -0.400],
  "charge": 2,
  "homo_energy_ev": [-15.7, -15.7],
  "species": ["O", "C", "Mn", "C", "C", "O", "O", "C", "P", "C", "C", "C", "C", "C", "C", "C", "C", "C", "C", "C", "C", "H", "H", "H", "H", "H", "H", "H", "H", "H", "H", "H", "H", "H"],
  "xyz": [[0.127, 2.914, -3.566], [-0.386, 1.906, -3.248], [-0.463, -0.319, -2.403], [1.047, -1.182, -2.721], [-1.776, -1.227, -3.145], [2.044, -1.762, -2.759], [-2.664, -1.802, -3.634], [-2.398, -0.014, 0.348], [-0.727, -0.008, -0.393], [-0.102, 1.562, 0.394], [-0.598, 2.765, -0.125], [-0.131, 3.993, 0.335], [0.852, 4.049, 1.333], [1.324, 2.855, 1.886], [0.832, 1.611, 1.448], [0.056, -1.456, 0.467], [1.435, -1.491, 0.732], [2.060, -2.701, 1.101], [1.314, -3.890, 1.155], [-0.059, -3.854, 0.876], [-0.678, -2.643, 0.559], [-2.939, 0.884, 0.027], [-2.377, -0.017, 1.445], [-2.970, -0.883, 0.008], [-1.357, 2.737, -0.908], [-0.531, 4.924, -0.087], [1.230, 5.012, 1.678], [2.086, 2.885, 2.676], [1.175, 0.709, 1.925], [2.044, -0.603, 0.627], [3.117, -2.710, 1.328], [1.802, -4.832, 1.405], [-0.641, -4.777, 0.903], [-1.750, -2.638, 0.333]]
}

---

Record 3
{
  "formula": "C16H13N2O3S",
  "method": "ωB97M-V/def2-TZVPD",
  "lumo_ha": 0.084,
  "relative_energy_ev": 0.136,
  "charge": -1,
  "homo_energy_ev": -3.5,
  "smiles": "COc1ccc(S[C@@H](C=[N+]([O-])[O-])c2ccc(C#N)cc2)cc1",
  "species": ["C", "O", "C", "C", "C", "C", "S", "C", "C", "N", "O", "O", "C", "C", "C", "C", "C", "N", "C", "C", "C", "C", "H", "H", "H", "H", "H", "H", "H", "H", "H", "H", "H", "H", "H"],
  "xyz": [[1.849, -4.257, -3.729], [2.740, -3.183, -3.347], [2.182, -2.056, -2.826], [3.071, -1.051, -2.343], [2.581, -0.007, -1.586], [1.181, 0.105, -1.351], [0.506, 1.434, -0.558], [0.202, 1.121, 1.657], [1.149, 2.054, 2.170], [2.477, 1.700, 2.103], [3.407, 2.517, 2.347], [2.706, 0.495, 1.774], [-1.230, 1.275, 1.995], [-2.080, 0.148, 2.074], [-3.452, 0.315, 2.208], [-4.004, 1.601, 2.282], [-5.428, 1.767, 2.333], [-6.589, 1.897, 2.360], [-3.168, 2.717, 2.248], [-1.786, 2.564, 2.134], [0.296, -0.838, -1.923], [0.779, -1.893, -2.680], [2.530, -5.033, -4.060], [1.245, -4.607, -2.878], [1.183, -3.948, -4.548], [4.136, -1.168, -2.578], [3.226, 0.769, -1.193], [0.541, 0.081, 1.538], [0.898, 3.045, 2.540], [-1.638, -0.861, 2.023], [-4.104, -0.559, 2.284], [-3.599, 3.711, 2.344], [-1.135, 3.440, 2.126], [-0.766, -0.676, -1.796], [0.095, -2.618, -3.146]]
}

---

Record 4
{
  "formula": "C16H13N3O",
  "method": "ωB97M-V/def2-TZVPD",
  "lumo_ha": 0.009,
  "relative_energy_ev": 0.090,
  "charge": 0,
  "homo_energy_ev": -8.7,
  "smiles": "O=C(Cn1cnc(-c2ccccc2)n1)c1ccccc1",
  "species": ["O", "C", "C", "N", "C", "N", "C", "C", "C", "C", "C", "C", "C", "N", "C", "C", "C", "C", "C", "C", "H", "H", "H", "H", "H", "H", "H", "H", "H", "H", "H", "H", "H"],
  "xyz": [[-3.826, -3.102, -1.333], [-3.052, -2.641, -0.490], [-3.425, -1.297, 0.110], [-2.256, -0.465, 0.515], [-1.720, -0.395, 1.782], [-0.808, 0.522, 1.810], [-0.839, 1.053, 0.503], [0.071, 2.145, 0.099], [0.022, 2.715, -1.177], [0.949, 3.698, -1.572], [1.959, 4.122, -0.639], [1.960, 3.592, 0.643], [1.036, 2.602, 1.020], [-1.706, 0.462, -0.278], [-1.905, -3.430, -0.056], [-0.596, -2.939, -0.230], [0.523, -3.676, 0.255], [0.357, -4.949, 0.831], [-0.924, -5.496, 0.909], [-2.033, -4.745, 0.454], [-4.146, -1.445, 0.900], [-4.006, -0.732, -0.614], [-1.970, -1.013, 2.658], [-0.742, 2.387, -1.863], [0.917, 4.104, -2.562], [2.705, 4.902, -0.927], [2.725, 3.899, 1.361], [1.087, 2.267, 2.061], [-0.428, -1.975, -0.683], [1.536, -3.198, 0.219], [1.217, -5.511, 1.216], [-1.074, -6.452, 1.421], [-3.031, -5.201, 0.611]]
}

---

Record 5
{
  "formula": "C16H14Br42F6N3O10PdS2",
  "method": "ωB97M-V/def2-TZVPD",
  "multiplicity": 3,
  "lumo_ha": [0.023, -0.025],
  "charge": -1,
  "homo_energy_ev": [-6.3, -6.2],
  "species": ["Pd", "C", "F", "F", "F", "S", "O", "O", "N", "S", "O", "O", "C", "F", "F", "F", "N", "O", "O", "O", "N", "O", "O", "O", "C", "Br", "Br", "Br", "H", "C", "Br", "Br", "Br", "H", "C", "Br", "Br", "Br", "H", "C", "Br", "Br", "Br", "H", "C", "Br", "Br", "Br", "H", "C", "Br", "Br", "Br", "H", "C", "Br", "Br", "Br", "H", "C", "Br", "Br", "Br", "H", "C", "Br", "Br", "Br", "H", "C", "Br", "Br", "Br", "H", "C", "Br", "Br", "Br", "H", "C", "Br", "Br", "Br", "H", "C", "Br", "Br", "Br", "H", "C", "Br", "Br", "Br", "H"],
  "xyz": [[13.450, 13.301, 16.210], [11.345, 17.036, 14.848], [10.317, 17.579, 14.158], [12.490, 17.223, 14.124], [11.457, 17.784, 15.994], [11.031, 15.186, 15.396], [9.591, 15.005, 15.415], [11.761, 14.335, 14.458], [12.111, 14.768, 16.760], [11.099, 15.176, 17.940], [10.214, 16.313, 17.753], [10.473, 14.002, 18.529], [12.438, 15.797, 19.255], [11.994, 15.524, 20.507], [13.624, 15.204, 19.141], [12.561, 17.106, 19.215], [15.684, 11.288, 17.009], [14.977, 10.489, 17.526], [15.385, 12.489, 16.876], [16.476, 10.681, 16.365], [12.962, 10.892, 15.128], [13.671, 11.771, 14.580], [13.394, 9.714, 15.170], [12.337, 11.357, 16.089], [7.645, 13.806, 20.700], [6.948, 13.373, 18.884], [7.355, 12.288, 21.920], [6.547, 15.371, 21.233], [8.665, 14.097, 20.449], [11.329, 19.736, 20.534], [11.281, 20.611, 22.349], [10.998, 21.107, 19.138], [10.003, 18.277, 20.435], [12.352, 19.374, 20.431], [15.971, 17.285, 23.362], [17.392, 16.534, 22.167], [15.823, 16.445, 25.147], [14.315, 17.081, 22.321], [16.071, 18.355, 23.543], [10.912, 20.156, 9.921], [10.829, 18.606, 8.670], [12.667, 21.052, 9.652], [10.646, 19.511, 11.780], [10.158, 20.916, 9.719], [11.434, 13.944, 24.678], [11.847, 15.945, 24.753], [10.752, 13.451, 22.953], [10.009, 13.458, 26.010], [12.371, 13.405, 24.825], [15.989, 16.841, 12.808], [15.197, 15.061, 13.336], [16.341, 18.269, 14.153], [14.811, 17.654, 11.432], [16.935, 16.593, 12.328], [14.876, 12.670, 21.235], [13.204, 12.181, 20.166], [14.500, 13.729, 22.839], [16.200, 13.607, 20.140], [15.265, 11.719, 21.600], [8.079, 16.044, 10.756], [7.948, 14.132, 11.430], [6.285, 17.001, 11.002], [8.659, 16.116, 8.883], [8.823, 16.626, 11.300], [16.124, 17.505, 17.782], [14.724, 16.525, 16.753], [15.865, 19.440, 17.476], [17.963, 16.748, 17.574], [15.857, 17.325, 18.823], [11.846, 13.331, 11.214], [11.076, 12.674, 9.456], [11.765, 15.261, 11.299], [13.647, 12.679, 11.307], [11.257, 13.035, 12.082], [12.799, 23.195, 14.247], [11.918, 24.931, 14.162], [11.497, 21.847, 14.879], [14.234, 23.245, 15.578], [13.084, 22.795, 13.274], [7.592, 19.422, 15.488], [7.132, 21.358, 15.196], [5.988, 18.351, 15.179], [8.313, 19.055, 17.249], [8.239, 19.034, 14.701], [8.484, 10.710, 16.077], [9.050, 11.925, 14.644], [9.790, 9.333, 16.296], [6.707, 9.833, 15.741], [8.464, 11.316, 16.983], [10.771, 9.214, 20.522], [11.503, 9.734, 22.279], [12.255, 8.599, 19.256], [9.683, 10.573, 19.612], [10.186, 8.310, 20.693]]
}

---

Number 1: energy -1728.07717 Ha. Number 2: energy -2334.81701 Ha. Number 3: energy -1350.83444 Ha. Number 4: energy -856.99747 Ha. Number 5: energy -111166.22502 Ha.